[1]
An isolated ion of composition C7H12NO2 and charge +1 at a distorted geometry. Source: the Open Molecules 2025 dataset; level of theory: ωB97M-V/def2-TZVPD.

Results
SMILES: O=C(O)CC[C@@H]1CC=[NH+]C1
Spin multiplicity: 1
Gap between HOMO and LUMO: 8.4 eV
Energy above the lowest of the compared OMol25 structures with the same formula, charge and spin: 45.11 kcal per mole
Charge: +1

The geometry in XYZ format:
```
22
C7H12NO2 (ωB97M-V/def2-TZVPD)
O -3.5534 -1.0451 -0.1216
C -2.5770 -0.5450 -0.6942
O -1.9530 -1.2782 -1.7499
C -2.0082 0.8710 -0.2268
C -0.5353 1.1676 -0.8307
C 0.5189 0.5981 0.2172
C 2.0760 0.6985 -0.1353
C 2.6324 -0.2407 1.0272
N 1.7295 -1.1175 1.4346
C 0.4896 -0.9492 0.6020
H -2.0860 -2.2333 -1.5580
H -1.9472 0.8883 0.9158
H -2.7677 1.6583 -0.5229
H -0.4166 0.7112 -1.8766
H -0.4700 2.3103 -0.8967
H 0.2639 1.1284 1.2064
H 2.4207 0.5375 -1.2047
H 2.4181 1.7340 0.1855
H 3.6763 -0.1472 1.4678
H 1.7678 -1.8301 2.1721
H 0.8009 -1.4927 -0.3634
H -0.4795 -1.4241 0.9523
```

---

[2]
C23H41Cl4N8O7P2Sc as an isolated structure at a distorted geometry. Source: the Open Molecules 2025 dataset; level of theory: ωB97M-V/def2-TZVPD.

Results
Spin multiplicity: 1
Gap between HOMO and LUMO: 7.6 eV
Energy above the lowest of the compared OMol25 structures with the same formula, charge and spin: 14.48 kcal per mole
Charge: +2

The geometry in XYZ format:
```
86
C23H41Cl4N8O7P2Sc (ωB97M-V/def2-TZVPD)
Sc 0.2680 -0.0302 0.6292
Cl 3.5264 5.6502 -1.5727
C 3.1156 4.1832 -0.7817
C 4.0897 3.4652 -0.0691
Cl 5.7101 4.0209 0.0004
C 3.7502 2.2164 0.5098
Cl 4.9609 1.3046 1.3658
C 2.4564 1.7340 0.3588
O 2.0293 0.5720 0.7835
C 1.4669 2.5395 -0.2414
O 0.2025 2.0038 -0.2155
C 1.8349 3.7730 -0.8422
Cl 0.6049 4.6842 -1.6421
N 0.7678 -3.4375 1.0121
C 1.6761 -4.2973 1.4706
C 2.8230 -3.5779 1.7166
C 2.5338 -2.2714 1.3538
N 1.2601 -2.1735 0.9493
H -0.1855 -3.6146 0.8967
H 1.4600 -5.3267 1.6383
H 3.7528 -3.9615 2.0994
H 3.1585 -1.3858 1.4479
C -1.3584 -2.6511 -4.0131
C -0.4496 -2.6455 -2.7850
O 0.5884 -1.6943 -2.8742
P 0.8083 -0.3208 -2.0732
O 0.0979 0.8504 -2.9051
C 0.6050 1.3149 -4.1913
C -0.1593 0.6333 -5.3031
O 2.3685 -0.1194 -2.4493
C 3.3073 -1.2181 -2.1717
C 3.9459 -1.6817 -3.4725
H -2.0718 -3.5191 -4.0385
H -0.7399 -2.7342 -4.8897
H -1.9595 -1.7463 -4.0845
H -0.0973 -3.6522 -2.5326
H -1.0158 -2.4196 -1.8462
H 1.6755 1.1347 -4.2240
H 0.4795 2.3645 -4.1572
H -0.2081 -0.4522 -5.2394
H 0.4045 0.8312 -6.1968
H -1.1333 1.0355 -5.4249
H 2.7622 -2.0328 -1.6867
H 4.0867 -0.8386 -1.4969
H 3.1953 -2.2603 -4.0515
H 4.7408 -2.3872 -3.2772
H 4.3509 -0.8487 -4.0372
C 0.5074 1.5079 3.4718
N 0.1435 1.5054 4.8666
C 0.3493 0.2022 5.4686
N -0.5187 -0.8231 4.8181
C -0.1633 -0.8312 3.4580
N -0.3587 0.4671 2.7539
C -1.7980 0.8480 2.9858
N -2.1689 0.9009 4.3898
C -1.2450 1.8845 5.0432
C -1.9266 -0.4170 4.9753
H 1.5750 1.2151 3.3105
H 0.2562 2.4558 2.9703
H 0.0674 0.2660 6.5186
H 1.3852 -0.1047 5.3675
H -0.7355 -1.6089 2.9343
H 0.8956 -1.1844 3.3514
H -2.4786 0.1467 2.4717
H -1.8810 1.8501 2.5967
H -1.4441 2.0144 6.1200
H -1.4052 2.8513 4.5714
H -2.5445 -1.1693 4.4982
H -2.1232 -0.3955 6.0459
N -5.1615 -1.4693 -0.9954
C -4.5718 -0.6087 0.0878
P -2.9843 0.0100 -0.7378
O -3.1174 -0.5271 -2.1175
O -1.8008 -0.3824 0.1294
C -3.1138 1.8442 -0.7529
N -1.9620 2.5123 -1.4691
H -4.4091 -1.4900 -1.7153
H -5.9726 -1.0810 -1.4807
H -5.4300 -2.4293 -0.6518
H -4.3036 -1.2679 0.9159
H -5.2695 0.1598 0.3877
H -3.1432 2.2442 0.2495
H -4.0850 2.1040 -1.2291
H -2.2882 3.3711 -1.8984
H -1.7196 1.9914 -2.3430
H -0.5418 2.4243 -0.8127
```

---

In the order shown, the computed E_tot values come out to -478.8605 -5149.7348 Ha.